The following is a quantum chemistry calculation of a structure of composition C20H37HgN2O2P2Si, from the OMol25 dataset.

Each line ends with the Mulliken charge.
Cartesian coordinates (Å):
Hg -0.07250 -0.96088 -0.14503  1.885
P -2.36425 -0.38187 -0.87367  0.433
C -2.11741 0.10107 -2.54417  -1.815
C -0.84762 0.58283 -2.98018  1.370
N 0.26594 0.28372 -2.22846  0.105
C 1.48526 0.68907 -2.58020  0.207
C 1.68401 1.48695 -3.71223  -0.925
C 0.58637 1.81119 -4.50863  -0.524
C -0.67143 1.35368 -4.15890  -1.157
C 2.67562 0.32317 -1.69808  -1.083
P 2.39443 -1.12858 -0.62959  0.552
H -1.55213 1.57966 -4.75392  0.474
H 2.69174 1.83267 -3.93615  0.509
H 0.72848 2.42975 -5.39312  0.418
H 3.54950 0.10785 -2.33219  0.579
H 2.93190 1.17097 -1.03966  0.428
H -2.00173 -1.86425 -3.68710  0.339
H -2.97135 0.27898 -3.20384  0.388
H -0.96140 -3.63412 -2.64906  0.369
O -1.82084 -2.82202 -3.79498  -0.629
H -2.23127 -3.07268 -4.63994  0.265
H -0.29627 -2.63773 0.05412  -0.135
O -0.46895 -3.98300 -1.85526  -0.590
H 0.34921 -4.36967 -2.20456  0.260
C 2.88978 -2.51759 -1.67768  -1.367
H 3.93577 -2.39751 -1.99879  0.437
H 2.78082 -3.45817 -1.12131  0.376
H 2.23929 -2.56316 -2.56085  0.324
C 3.60084 -1.01678 0.71469  -1.136
H 3.53643 -1.92536 1.33198  0.410
H 4.62788 -0.91906 0.32709  0.434
H 3.36913 -0.15624 1.35955  0.175
C -2.97569 0.98080 0.14444  -0.905
H -4.00679 1.21282 -0.15773  0.589
H -2.94616 0.71501 1.20948  0.231
H -2.35445 1.87363 0.00019  0.059
C -3.44734 -1.80677 -0.62947  -1.178
H -3.61267 -1.95744 0.44754  0.365
H -4.41291 -1.61481 -1.11790  0.430
H -2.98920 -2.71254 -1.04689  0.291
C 0.49518 3.03442 0.03039  -0.655
Si 0.31519 2.46114 1.81384  -0.198
C 1.92499 2.72237 2.73643  -1.041
C -1.08953 3.45075 2.55077  -1.102
N -0.00608 0.74506 1.86871  -0.197
C -0.26257 -0.04167 2.92874  0.223
C 0.44408 -1.28185 3.07726  0.342
C 0.10575 -2.18023 4.07420  -0.766
C -0.90638 -1.86334 4.99090  -0.424
C -1.59913 -0.65163 4.88147  -0.792
C -1.31165 0.24396 3.86275  -0.081
H 0.60022 4.13027 0.04571  0.518
H -0.37085 2.79672 -0.60131  0.147
H 1.38150 2.62663 -0.47108  0.067
H 2.16610 3.79405 2.78433  0.394
H 1.85850 2.33620 3.76342  0.323
H 2.75836 2.20441 2.24065  0.259
H -2.03417 3.30257 2.01015  0.331
H -1.26359 3.21452 3.60803  0.357
H -0.81974 4.51490 2.47513  0.377
H 1.24246 -1.51256 2.36451  0.119
H 0.62505 -3.13781 4.13684  0.423
H -1.16624 -2.56450 5.78362  0.402
H -2.39210 -0.41580 5.58750  0.404
H -1.89537 1.15784 3.72749  0.313

Calculated values
Molar mass   628.2 g/mol
Frontier orbital gap (spin up / spin down)   5.18 / 4.90 eV
Charge   +1
DFT total energy   -59038.9525 eV
Lowest unoccupied orbital energy (spin up / spin down)   -4.412 / -4.716 eV